Entry 1:
Entry from OMol25: C44H46Cl4N7O2RhS as an isolated structure (the ωB97M-V functional and the def2-TZVPD basis).

```
105
Properties=species:S:1:pos:R:3:forces:R:3
Rh -0.308626 -0.046608 1.989488 0.1 -0.2 0.0
C 3.264670 -0.540936 4.639953 0.0 0.0 0.0
C 3.056603 0.565484 5.460596 0.0 0.0 0.0
C 1.844351 1.236260 5.456758 0.0 0.0 0.0
C 0.801570 0.805147 4.634035 0.0 0.0 0.0
C 1.073252 -0.240534 3.747999 0.0 -0.1 0.3
C 2.247454 -0.975664 3.803982 0.1 0.0 0.0
C -0.513670 1.487132 4.605550 0.0 0.0 0.0
C -0.948626 2.334350 5.646607 0.0 0.0 0.0
C -2.137995 2.986691 5.514610 0.0 0.0 0.0
C -2.915884 2.817667 4.346853 0.0 0.0 0.0
C -4.148089 3.484157 4.144561 0.0 0.0 0.0
C -4.861392 3.281484 2.998927 0.0 0.0 0.0
C -4.374178 2.396693 2.011582 0.0 0.0 0.0
C -3.189549 1.735681 2.180845 -0.1 0.0 0.0
C -2.432683 1.939065 3.357188 0.0 0.0 0.0
N -1.245695 1.284031 3.527312 0.0 0.0 -0.1
H 4.211930 -1.063494 4.659585 0.0 0.0 0.0
H 3.844172 0.896562 6.123762 0.0 0.0 0.0
H 1.716152 2.097930 6.097645 0.0 0.0 0.0
H 2.407446 -1.839930 3.170138 0.0 0.0 0.0
H -0.350118 2.456682 6.536011 0.0 0.0 0.0
H -2.494410 3.642530 6.299071 0.0 0.0 0.0
H -4.511153 4.155409 4.912100 0.0 0.0 0.0
H -5.801729 3.791632 2.843831 0.0 0.0 0.0
H -4.951148 2.240526 1.109498 0.0 0.0 0.0
H -2.833033 1.044807 1.423698 0.0 0.0 0.0
C 2.075332 -2.725506 -2.708725 0.0 0.0 0.0
C 2.268627 -1.800211 -3.919391 0.0 0.0 0.0
C 2.809357 -2.682536 -5.053602 0.0 0.0 0.0
C 0.892356 -1.267160 -4.335904 0.0 0.0 0.0
C 3.283692 -0.643272 -3.592096 0.0 0.0 0.0
O 4.317793 -1.139327 -2.750329 0.0 0.0 0.1
C 3.989834 -0.049684 -4.832206 0.0 -0.1 0.0
C 3.201351 0.622913 -5.957228 0.0 0.0 0.0
C 2.588067 1.963030 -5.630068 0.0 0.0 -0.1
C 3.375068 3.006548 -5.144672 0.0 0.0 0.0
C 2.846595 4.269303 -4.935651 0.0 0.0 0.0
C 1.506668 4.495081 -5.215547 0.0 0.1 0.0
Cl 0.851140 6.091833 -5.016412 0.0 -0.1 0.1
C 0.696706 3.476286 -5.685007 0.0 0.0 0.0
C 1.245992 2.217454 -5.889820 0.0 0.0 0.0
C 2.699642 0.542381 -2.800725 0.0 0.0 0.0
N 2.382039 0.283897 -1.396292 0.2 -0.1 0.0
C 1.237576 -0.060789 -0.829672 -0.2 0.0 0.0
N 1.405395 -0.197367 0.479109 -0.1 0.0 0.2
C 2.722212 0.114978 0.657534 0.0 0.0 0.0
N 3.341587 0.406864 -0.453164 0.0 0.0 0.0
H 1.395938 -3.533827 -2.990547 0.0 0.0 0.0
H 1.646973 -2.213039 -1.848372 0.0 0.0 0.0
H 3.013920 -3.170973 -2.386696 0.0 0.0 0.0
H 2.159000 -3.548989 -5.178402 0.0 0.0 0.0
H 3.807877 -3.064906 -4.830577 0.0 0.0 0.0
H 2.850288 -2.166149 -6.011109 0.0 0.0 0.0
H 0.275104 -2.094407 -4.691806 0.0 0.0 0.0
H 0.945036 -0.532071 -5.136344 0.0 0.0 0.0
H 0.359009 -0.803577 -3.502953 0.0 0.0 0.0
H 4.919692 -1.678102 -3.276374 0.0 0.0 0.0
H 4.563753 -0.863242 -5.280842 0.0 0.0 0.0
H 4.735792 0.647757 -4.442555 0.0 0.0 0.0
H 2.434452 -0.041507 -6.356272 0.0 0.0 0.0
H 3.908636 0.769057 -6.778328 0.0 0.0 0.0
H 4.431968 2.848978 -4.964094 0.0 0.0 0.0
H 3.470848 5.082396 -4.592046 0.0 0.0 0.0
H -0.339596 3.674892 -5.920661 0.0 0.0 0.0
H 0.620553 1.432954 -6.300009 0.0 0.0 0.0
H 1.810718 0.950354 -3.275955 0.0 0.0 0.0
H 3.450995 1.327693 -2.763325 0.0 0.0 0.0
H 0.314093 -0.200178 -1.364904 0.0 0.0 0.0
H 3.209057 0.135056 1.616763 0.0 0.0 0.0
C -3.624323 -1.358063 -1.058325 0.0 0.0 0.0
N -2.610258 -2.400521 -0.908171 0.0 0.0 0.0
C -2.754792 -3.672013 -1.619149 0.0 0.0 0.0
C -1.581059 -2.160114 -0.107935 -0.1 0.0 0.1
C -0.546399 -3.226427 0.089371 0.0 0.0 -0.1
O -1.507411 -1.046448 0.470689 0.0 0.2 -0.2
H -4.401723 -1.718469 -1.723621 0.0 0.0 0.0
H -3.182021 -0.453779 -1.476692 0.0 0.0 0.0
H -4.062177 -1.115413 -0.090411 0.0 0.0 0.0
H -3.699848 -3.663775 -2.151776 0.0 0.0 0.0
H -2.762763 -4.510798 -0.924536 0.0 0.0 0.0
H -1.953730 -3.811770 -2.344822 0.0 0.0 0.0
H -0.216967 -3.647877 -0.859568 0.0 0.0 0.0
H -0.967787 -4.040819 0.681998 0.0 0.0 0.0
H 0.313646 -2.803875 0.602189 0.0 0.0 0.0
S -0.757859 -3.947816 4.821951 0.0 0.0 0.0
C -0.410003 -2.897761 3.521181 0.0 0.0 0.0
N -1.270277 -1.956969 3.268954 0.3 -0.1 0.0
C -2.340225 -2.039323 4.159924 0.0 0.1 -0.1
C -3.482761 -1.236063 4.151414 0.0 0.0 0.0
C -4.452539 -1.460749 5.102653 0.0 0.0 0.0
C -4.311738 -2.478054 6.058090 0.0 0.0 0.0
C -3.204727 -3.297351 6.062650 0.0 0.0 0.0
C -2.222076 -3.067322 5.099891 0.0 0.0 0.0
H 0.503137 -3.023959 2.958667 0.0 0.0 0.0
H -3.609282 -0.469569 3.401716 0.0 0.0 0.0
H -5.345296 -0.849935 5.107748 0.0 0.0 0.0
H -5.090041 -2.631464 6.792555 0.0 0.0 0.0
H -3.103904 -4.096251 6.783892 0.0 0.0 0.0
Cl -0.228619 4.468813 -1.651192 -0.1 0.0 0.0
C -1.436438 3.819563 -0.543023 0.1 0.0 0.0
Cl -2.140873 5.077077 0.465419 0.0 0.0 0.0
Cl -2.696737 2.946726 -1.434308 0.0 0.0 0.0
C -0.767017 2.841932 0.332034 0.1 0.0 0.1
N -0.245879 2.072972 1.003637 -0.3 0.2 -0.4
```
Positions in Å, forces in eV/Å.

Results
- Orbital gap (spin up / spin down): 7.240 / 4.928 eV
- HOMO level (spin up / spin down): -12.53 / -12.53 eV
- E_tot: -4587.00710 hartree
- Lowest unoccupied orbital energy (spin up / spin down): -5.3 / -7.6 eV
- <S²>: 6.013
- Total charge: +2
- Multiplicity: 5


Entry 2:
Entry from OMol25: C44H46ClFN5O3P2Pm as an isolated structure at a distorted geometry (the ωB97M-V functional and the def2-TZVPD basis).

```
103
Properties=species:S:1:pos:R:3:forces:R:3
Pm -23.764381 5.178906 -3.850743 -0.7 -0.3 0.5
C -27.448163 8.687693 -4.318769 -0.2 0.2 -0.3
N -26.492027 7.601163 -4.147029 -0.6 0.2 0.6
P -25.863487 6.717259 -5.427973 0.3 -0.9 -0.3
C -27.188868 5.639239 -6.065148 -0.4 -1.8 -0.6
C -26.964723 4.200263 -6.006536 -1.4 1.4 -0.4
C -28.054163 3.363837 -6.315151 0.8 -0.3 0.5
C -29.312870 3.856717 -6.713244 1.2 -0.5 0.2
C -29.535369 5.179726 -6.791369 1.7 1.7 -0.2
C -28.449900 6.047441 -6.504479 -0.9 0.6 0.7
C -25.382509 8.046124 -6.539177 -0.6 0.1 -1.8
C -25.809944 8.414138 -7.858911 -0.4 -0.4 0.9
C -25.387255 9.614029 -8.401268 0.5 -0.8 -0.8
C -24.429040 10.387144 -7.769091 -0.7 0.2 -0.2
C -23.986181 9.999756 -6.533584 0.7 0.1 0.9
C -24.445350 8.842581 -5.918593 -0.4 0.9 -1.5
P -26.395474 6.725409 -2.693840 0.0 -0.5 -0.2
C -28.127171 6.339365 -2.297006 -1.1 0.4 1.2
C -28.678958 5.098885 -2.533788 0.9 -3.6 -0.8
C -30.026000 4.751102 -2.328062 -0.1 1.1 -0.4
C -30.889422 5.758856 -1.919606 -1.4 0.2 0.0
C -30.396802 7.028187 -1.610684 1.4 -0.5 0.8
C -29.014646 7.265888 -1.693339 0.1 1.1 -1.0
C -25.928571 7.961636 -1.491504 1.0 1.1 0.1
C -25.412347 9.193992 -1.972104 -0.4 -0.6 0.0
C -24.825014 10.086173 -1.080172 -0.5 0.2 0.0
C -24.817594 9.810679 0.284329 0.3 0.1 -0.2
C -25.275589 8.570289 0.730319 0.4 0.9 0.6
C -25.780046 7.637716 -0.125098 -0.2 -0.9 -1.5
H -28.435365 8.346860 -4.665787 0.3 0.2 0.1
H -27.014031 9.436620 -4.965070 0.0 0.0 -0.9
H -27.538117 9.281431 -3.427835 -0.4 -0.3 0.8
H -25.959445 3.811235 -5.801223 -0.6 0.0 0.0
H -27.897964 2.289900 -6.196606 -0.1 0.2 -0.3
H -30.141003 3.325827 -7.082840 -0.5 -1.7 0.0
H -30.476179 5.519637 -7.203960 0.1 0.4 0.3
H -28.713806 7.096453 -6.495962 0.4 0.2 -0.3
H -26.509613 7.843049 -8.479976 0.2 -0.2 0.7
H -25.671487 9.856955 -9.424574 -0.2 0.1 0.3
H -24.142564 11.296401 -8.266505 0.4 0.2 0.2
H -23.266200 10.575542 -5.971729 0.1 0.2 -0.2
H -24.116857 8.605908 -4.956848 0.7 -0.3 1.4
H -28.022017 4.198622 -2.872375 -1.0 2.1 0.3
H -30.476590 3.794097 -2.600256 0.6 0.1 0.2
H -32.000213 5.581926 -1.857191 1.4 0.1 0.0
H -30.996490 7.781044 -1.123302 -0.3 0.1 -0.3
H -28.619705 8.279469 -1.454818 -0.4 -0.9 0.1
H -25.476478 9.445291 -3.053129 0.2 -0.2 1.1
H -24.457011 11.029760 -1.472377 0.1 -0.1 0.2
H -24.385037 10.534147 0.989444 -0.3 -0.4 -0.3
H -25.208707 8.358748 1.777419 0.1 -0.2 0.4
H -25.933430 6.592688 0.189274 -0.4 0.7 0.1
C -17.826388 3.084035 -8.925159 -2.4 0.6 0.6
C -18.037432 4.324919 -8.064315 1.8 0.6 1.1
N -18.988708 4.136857 -6.978803 -0.4 -0.8 1.1
C -20.249289 4.486081 -7.132031 -2.2 0.3 -0.1
C -21.317423 4.326639 -6.218049 1.2 -0.1 -0.1
C -22.689956 4.656287 -6.735134 0.2 -0.2 -3.0
O -22.849076 4.902076 -7.932134 0.8 0.1 1.0
O -23.680583 4.533856 -5.943701 -0.4 -0.1 1.6
C -21.032955 3.806940 -4.915361 1.8 0.6 -1.3
O -21.768008 3.754353 -3.915848 -1.1 0.1 0.5
C -19.617414 3.364519 -4.775080 0.4 -1.1 0.1
C -19.237594 2.616546 -3.634704 0.4 1.1 -1.3
C -17.963460 2.176643 -3.513951 0.0 -0.4 -0.6
F -17.650117 1.370269 -2.511104 0.2 -0.5 1.4
C -16.955143 2.353640 -4.473903 -0.4 0.6 0.4
C -17.314339 3.026904 -5.600716 -0.1 0.4 -0.6
C -18.640487 3.475726 -5.778362 -0.2 0.9 -0.5
N -15.642789 1.842086 -4.257924 -0.4 0.6 -0.9
C -14.887763 2.398153 -3.205410 1.9 -1.6 2.6
C -13.407504 2.010567 -3.392952 -0.8 -0.3 1.1
N -13.262816 0.518199 -3.676823 0.1 0.0 1.8
C -14.542565 -0.243535 -3.476612 0.5 -1.3 -2.4
C -15.653152 0.394398 -4.299386 -0.4 -0.6 -0.2
H -17.074186 3.254015 -9.658589 0.8 -0.1 -0.4
H -18.805421 2.922893 -9.456813 1.0 -0.2 0.4
H -17.651422 2.271918 -8.222002 0.3 -0.4 -0.5
H -18.349325 5.211647 -8.575565 -0.3 0.3 -0.7
H -17.105404 4.643376 -7.526039 -0.5 -0.2 -0.8
H -20.556912 4.934717 -8.092054 0.3 -0.2 0.4
H -19.942593 2.414266 -2.892089 -1.0 -0.3 1.1
H -16.572821 3.254894 -6.359845 -0.1 -0.3 0.2
H -15.064222 1.954319 -2.185160 -0.9 0.7 -0.5
H -14.877673 3.465444 -3.101272 -0.5 0.5 -0.3
H -12.840500 2.174039 -2.460056 0.0 0.6 -0.8
H -13.119498 2.476423 -4.298847 1.1 0.7 -0.5
H -12.518234 0.090901 -3.086769 -0.6 0.5 -0.5
H -12.906755 0.544680 -4.595147 0.2 -0.9 -1.6
H -14.752522 -0.195791 -2.457245 -0.3 0.1 1.7
H -14.360764 -1.337308 -3.734526 -0.3 1.5 0.2
H -16.606679 0.044036 -3.918253 0.0 -0.5 0.3
H -15.666445 0.113235 -5.346167 0.5 -0.4 -0.2
C -26.843003 0.347072 -2.168886 2.1 1.3 1.9
C -27.345569 1.806864 -2.231353 1.4 -0.3 -1.4
C -26.170854 2.704430 -2.412886 -2.2 -1.8 -0.3
N -25.247761 3.325879 -2.614449 2.0 1.5 -0.4
H -27.639856 -0.327127 -2.031880 -0.9 -0.8 -0.1
H -26.144614 0.262754 -1.275989 -0.9 -0.1 -0.9
H -26.210027 0.114000 -3.006418 -0.1 -0.2 -0.6
H -27.741811 2.154581 -1.309415 -1.1 0.0 0.7
H -28.014057 1.886345 -3.116903 0.2 0.5 0.8
Cl -22.450527 7.215081 -3.071646 0.0 -0.1 -0.1
```
Positions in Å, forces in eV/Å.

Results
- Orbital gap (spin up / spin down): 7.215 / 7.204 eV
- HOMO level (spin up / spin down): -11.80 / -11.79 eV
- E_tot: -4054.56050 hartree
- Lowest unoccupied orbital energy (spin up / spin down): -4.6 / -4.6 eV
- <S²>: 6.005
- Total charge: +2
- Multiplicity: 5